Entry one
ORCA calculation (wB97M-V/def2-TZVPD) on the molecule CH3NS2.

Positions of all 7 atoms, in Å:
1 C 1.3339 -0.4049 -0.1540
2 N -1.5060 0.0239 -0.0539
3 S 2.9510 -0.3957 0.1294
4 S 0.4341 1.0574 0.0274
5 H 0.8129 -1.2477 -0.1637
6 H -1.9115 0.3217 0.7524
7 H -2.1144 0.6453 -0.5377

Properties
E_HOMO ... -9.0 eV
Total charge ... 0
Kohn-Sham gap ... 7.9 eV

Entry two
ORCA calculation (wB97M-V/def2-TZVPD) on a structure of composition CH3NS2.

Positions of all 7 atoms, in Å:
1 C 1.3393 -0.3667 0.0162
2 N -1.5973 0.0830 0.0186
3 S 2.9733 -0.3867 0.1856
4 S 0.3839 1.0859 0.1517
5 H 0.7616 -1.1173 -0.2947
6 H -1.9719 0.4050 0.8364
7 H -1.8890 0.2968 -0.9138

Properties
E_HOMO ... -9.0 eV
Total charge ... 0
Kohn-Sham gap ... 7.9 eV

Entry three
ORCA calculation (wB97M-V/def2-TZVPD) on a structure of composition CH3NS2.

Positions of all 7 atoms, in Å:
1 C -1.9136 0.5910 -0.2960
2 N 1.8141 0.4130 0.0870
3 S -1.5196 -0.8225 0.2783
4 S 1.0937 -0.9705 -0.2126
5 H -3.0475 0.7105 -0.4202
6 H 2.2865 0.6898 -0.8033
7 H 1.0594 -1.5605 0.9766

Properties
E_HOMO (spin up / spin down) ... -8.1 / -8.0 eV
Total charge ... 0
Kohn-Sham gap (spin up / spin down) ... 7.4 / 7.1 eV

Stability ranking, top and bottom: entry two is the most stable and entry three is the least stable.

Entry one
ORCA calculation (wB97M-V/def2-TZVPD) on the ion C5H6NO with charge +1.

Positions of all 13 atoms, in Å:
1 C 2.3576 -0.0928 -0.1538
2 C 1.3074 -1.0924 -0.4548
3 C 0.2189 -0.5057 -0.0473
4 C -2.0361 0.5102 -0.3796
5 C -0.9415 0.0022 0.5569
6 N 3.4881 0.4156 0.0106
7 O 2.2319 0.9960 0.6306
8 H 1.5281 -2.0326 -1.0059
9 H -2.6330 -0.5272 -0.3603
10 H -1.5257 0.7323 -1.3380
11 H -2.5189 1.3743 0.0364
12 H -1.1359 -0.6114 1.4070
13 H -0.3409 0.8313 1.0982

Properties
E_HOMO ... -14.1 eV
Total charge ... +1
Kohn-Sham gap ... 6.8 eV

Entry two
ORCA calculation (wB97M-V/def2-TZVPD) on a cluster of 2 separate species, C5H6NO in total.

Positions of all 13 atoms, in Å:
1 C 2.2417 -0.7506 1.0251
2 C 2.4337 -1.1781 -0.0778
3 C -2.3463 -0.4108 0.0763
4 C -1.5979 -0.5158 -1.1120
5 C -0.1630 1.2831 0.0364
6 N -1.1816 0.3814 -0.2622
7 O -3.0699 -0.5147 0.9635
8 H 2.1139 -0.4089 2.0115
9 H 2.6342 -1.5833 -1.0274
10 H -1.3494 -0.9368 -2.0688
11 H 0.7214 1.1429 -0.5877
12 H 0.0872 1.1808 1.1001
13 H -0.5240 2.3109 -0.0769

Properties
E_HOMO ... -14.4 eV
Total charge ... +1
Kohn-Sham gap ... 8.1 eV

Stability ranking, top and bottom: entry two is the most stable and entry one is the least stable.